The following is a quantum chemistry calculation of C51H42Br3N2O4ReS2 as an isolated structure, from the OMol25 dataset.

<S²>: 0.76
E (Eh): -10974.81192
Total charge: +3
Energy relative to the best compared isomer or geometry (same formula, charge and spin) (kcal/mol): 36.6
2S+1: 2

Structure (XYZ):
```
105
C51H42Br3N2O4ReS2, DFT the ωB97M-V functional and the def2-TZVPD basis
Re -1.503 0.120 0.074
O -2.088 -0.025 5.619
C -2.576 1.170 5.197
C -3.040 2.048 6.173
C -3.538 3.283 5.807
C -3.583 3.663 4.469
C -3.114 2.798 3.499
C -2.607 1.549 3.851
C -2.017 0.624 2.836
O -1.916 1.241 1.532
N -2.784 -0.589 2.669
N -2.525 -1.071 1.357
C -3.193 -2.171 1.069
C -3.414 -2.616 -0.237
Br -2.866 -1.342 -1.552
C -4.140 -3.716 -0.634
C -4.509 -4.847 0.136
C -3.860 -5.235 1.329
C -4.332 -6.306 2.050
C -5.449 -7.011 1.597
C -6.078 -6.672 0.403
C -5.598 -5.613 -0.336
H -1.976 -0.648 4.892
H -3.008 1.740 7.209
H -3.901 3.956 6.572
H -3.976 4.631 4.190
H -3.127 3.088 2.456
H -1.004 0.336 3.117
H -3.775 -0.353 2.718
H -3.674 -2.683 1.897
H -4.492 -3.706 -1.663
H -2.944 -4.747 1.638
H -3.825 -6.627 2.949
H -5.812 -7.855 2.170
H -6.926 -7.244 0.054
H -6.070 -5.341 -1.273
C 2.153 1.024 6.692
C 1.817 0.895 5.241
C 2.018 -0.310 4.570
C 1.697 -0.449 3.232
C 1.172 0.641 2.539
C 0.961 1.860 3.186
C 1.285 1.970 4.523
S 0.806 0.316 0.839
O 1.295 -1.025 0.541
C 1.518 1.615 -0.147
C 0.956 2.899 0.033
C 1.341 3.916 -0.787
C 2.249 3.694 -1.848
C 2.626 4.747 -2.710
C 3.467 4.511 -3.761
C 3.960 3.212 -3.994
C 3.621 2.174 -3.169
C 2.760 2.387 -2.066
C 2.380 1.328 -1.177
C 2.974 -0.015 -1.437
C 4.362 -0.209 -1.160
C 5.133 0.771 -0.489
C 6.460 0.553 -0.237
C 7.083 -0.643 -0.646
C 6.364 -1.606 -1.295
C 4.990 -1.414 -1.566
C 4.233 -2.404 -2.237
C 2.899 -2.232 -2.458
C 2.287 -1.026 -2.051
S 0.518 -1.179 -2.243
O -0.197 0.029 -1.514
C 0.276 -0.788 -3.937
C -0.329 -1.748 -4.733
C -0.470 -1.500 -6.091
C -0.019 -0.309 -6.650
C -0.144 -0.046 -8.117
C 0.582 0.648 -5.813
C 0.746 0.416 -4.467
H 3.178 0.705 6.881
H 1.499 0.385 7.289
H 2.038 2.048 7.040
H 2.437 -1.156 5.101
H 1.865 -1.388 2.724
H 0.519 2.709 2.692
H 1.115 2.913 5.027
H 0.200 3.075 0.784
H 0.933 4.910 -0.644
H 2.240 5.742 -2.522
H 3.760 5.319 -4.418
H 4.623 3.038 -4.831
H 4.023 1.188 -3.360
H 4.670 1.696 -0.172
H 7.042 1.304 0.279
H 8.135 -0.791 -0.441
H 6.833 -2.529 -1.612
H 4.723 -3.315 -2.557
H 2.317 -3.008 -2.943
H -0.674 -2.684 -4.308
H -0.930 -2.248 -6.724
H -0.713 -0.824 -8.618
H 0.847 0.001 -8.574
H -0.630 0.913 -8.299
H 0.937 1.577 -6.242
H 1.239 1.146 -3.834
Br -1.906 2.449 -1.232
C -3.867 2.656 -1.330
Br -4.853 1.493 -0.185
H -4.137 2.455 -2.358
H -4.055 3.683 -1.044
```

=====

The following is a quantum chemistry calculation of C51H42N4O5Os as an isolated structure, from the OMol25 dataset.

<S²>: 6.10
E (Eh): -2654.45574
Total charge: 0
Energy relative to the best compared isomer or geometry (same formula, charge and spin) (kcal/mol): 8.3
2S+1: 5

Structure (XYZ):
```
103
C51H42N4O5Os, DFT the ωB97M-V functional and the def2-TZVPD basis
Os -0.733 0.599 -0.551
O -0.933 1.717 1.449
C -2.295 1.871 2.066
C -3.184 0.787 1.421
C -3.681 0.911 0.011
C -5.043 0.838 -0.244
C -5.498 0.855 -1.548
C -4.566 0.958 -2.561
C -3.215 1.014 -2.257
C -2.211 1.100 -3.365
C -1.266 -0.114 -3.420
O -0.380 -0.071 -2.336
C -2.104 -1.400 -3.430
C -2.407 -2.070 -2.248
C -3.185 -3.219 -2.267
C -3.674 -3.718 -3.465
C -3.380 -3.056 -4.648
C -2.600 -1.908 -4.628
C -0.361 -0.066 -4.654
C -0.404 0.926 -5.622
C 0.503 0.927 -6.680
C 1.464 -0.063 -6.775
C 1.516 -1.061 -5.806
C 0.614 -1.059 -4.759
N -2.774 0.970 -0.982
C -2.297 1.526 3.560
C -2.781 2.404 4.515
C -2.842 2.023 5.853
C -2.421 0.765 6.240
C -1.943 -0.124 5.281
C -1.889 0.250 3.953
C -2.686 3.320 1.798
C -3.910 3.686 1.258
C -4.227 5.023 1.040
C -3.327 6.019 1.369
C -2.109 5.669 1.937
C -1.797 4.339 2.151
H -4.045 0.662 2.078
H -2.616 -0.143 1.476
H -5.728 0.767 0.590
H -6.555 0.786 -1.769
H -4.865 0.969 -3.600
H -1.600 2.000 -3.246
H -2.766 1.177 -4.300
H -2.020 -1.717 -1.301
H -3.399 -3.730 -1.336
H -4.267 -4.623 -3.479
H -3.746 -3.439 -5.592
H -2.369 -1.407 -5.560
H -1.141 1.717 -5.574
H 0.455 1.711 -7.425
H 2.169 -0.062 -7.596
H 2.266 -1.839 -5.869
H 0.660 -1.829 -3.998
H -3.121 3.391 4.233
H -3.221 2.721 6.588
H -2.458 0.474 7.282
H -1.606 -1.110 5.573
H -1.485 -0.439 3.219
H -4.650 2.943 1.015
H -5.187 5.276 0.607
H -3.575 7.059 1.202
H -1.402 6.437 2.225
H -0.860 4.101 2.635
C 8.873 -0.539 3.569
O 7.703 -1.212 3.993
C 7.016 -1.926 3.060
C 5.750 -2.371 3.440
C 4.973 -3.100 2.567
C 5.448 -3.404 1.278
C 6.737 -2.984 0.924
C 7.515 -2.246 1.798
N 4.719 -4.064 0.308
N 3.489 -4.396 0.627
C 2.435 -3.593 0.532
C 1.209 -4.077 1.047
C 0.092 -3.281 1.162
C 0.094 -1.942 0.747
O -0.932 -1.160 0.882
C 1.294 -1.449 0.117
N 1.237 -0.172 -0.369
C 2.263 0.292 -1.062
C 3.413 -0.457 -1.300
C 3.505 -1.727 -0.787
C 2.441 -2.254 -0.037
H 9.145 0.137 4.375
H 8.690 0.038 2.658
H 9.694 -1.239 3.394
H 5.394 -2.128 4.432
H 3.994 -3.445 2.870
H 7.107 -3.243 -0.059
H 8.502 -1.931 1.492
H 1.194 -5.102 1.394
H -0.822 -3.672 1.590
H 2.153 1.288 -1.469
H 4.209 -0.033 -1.897
H 4.377 -2.336 -0.973
C 1.253 2.685 1.274
C 0.212 2.084 2.164
O 0.298 1.998 3.348
H 2.154 2.853 1.858
H 0.863 3.634 0.898
H 1.461 2.054 0.422
```